(1)
A structure of composition C35H36CrN7O4P2S. Source: OMol25; level of theory: ωB97M-V/def2-TZVPD.

The geometry in ORCA input format:
```
! wB97M-V def2-TZVPD RIJCOSX def2/J DEFGRID3
* xyz 2 2
Cr -0.636 -0.255 -0.195
N -0.110 0.827 2.575
P 0.813 -0.319 1.751
C 1.000 -1.775 2.782
C 1.330 -2.980 2.164
C 1.523 -4.120 2.925
C 1.368 -4.066 4.303
C 1.026 -2.873 4.922
C 0.845 -1.726 4.165
C 2.451 0.381 1.492
C 2.673 1.748 1.633
C 3.932 2.273 1.380
C 4.963 1.441 0.971
C 4.739 0.079 0.814
C 3.488 -0.453 1.075
P -1.474 1.154 1.635
C -1.765 2.922 1.698
C -0.958 3.775 2.445
C -1.262 5.127 2.511
C -2.360 5.625 1.829
C -3.158 4.778 1.071
C -2.864 3.428 1.005
C -2.887 0.358 2.437
C -3.998 0.009 1.672
C -5.084 -0.616 2.269
C -5.060 -0.904 3.626
C -3.956 -0.556 4.393
C -2.874 0.077 3.802
H 0.093 1.202 3.494
H 1.424 -3.035 1.084
H 1.781 -5.053 2.443
H 1.512 -4.958 4.897
H 0.907 -2.834 5.996
H 0.589 -0.800 4.666
H 1.868 2.410 1.923
H 4.105 3.333 1.501
H 5.944 1.852 0.779
H 5.545 -0.570 0.497
H 3.332 -1.519 0.966
H -0.085 3.408 2.967
H -0.638 5.789 3.095
H -2.596 6.679 1.884
H -4.010 5.171 0.534
H -3.494 2.772 0.414
H -4.026 0.227 0.609
H -5.950 -0.874 1.674
H -5.905 -1.394 4.090
H -3.942 -0.772 5.452
H -2.020 0.343 4.413
C -2.277 -2.947 -5.808
C -2.465 -1.719 -5.005
N -3.004 -0.614 -5.413
N -2.968 0.205 -4.338
C -2.431 -0.361 -3.258
S -2.276 0.456 -1.749
N -2.104 -1.603 -3.675
N -1.557 -2.597 -2.861
H -2.547 -2.731 -6.838
H -2.917 -3.756 -5.449
H -1.238 -3.277 -5.782
H -3.314 1.150 -4.407
H -0.558 -2.411 -2.764
H -1.705 -3.488 -3.323
O 0.547 -1.208 -1.599
C 1.149 -0.096 -1.735
O 0.729 0.826 -0.918
C 2.201 0.174 -2.685
C 2.732 -0.875 -3.436
C 3.759 -0.659 -4.347
C 4.211 0.639 -4.464
O 5.180 1.097 -5.271
C 5.308 2.504 -5.012
O 4.318 2.844 -4.039
C 3.683 1.692 -3.711
C 2.681 1.498 -2.806
H 2.349 -1.876 -3.291
H 4.191 -1.458 -4.930
H 5.117 3.052 -5.935
H 6.301 2.700 -4.607
H 2.274 2.303 -2.213
N -1.827 -2.686 1.529
N -1.630 -2.026 0.259
H -2.817 -2.884 1.637
H -1.579 -2.038 2.270
H -2.526 -1.880 -0.207
H -1.131 -2.680 -0.345
*
```

Properties
- frontier orbital gap (alpha / beta) (eV) = 6.31 / 6.85
- energy (eV) = -113321.9708
- maximum force (eV Å⁻¹) = 0.81
- HOMO energy (alpha / beta) (Ha) = -0.468 / -0.468
- <S²> = 0.764

Atom charges from the Löwdin analysis, given in e for atoms 1 to 4: atom 1 (Cr): 0.345, atom 2 (N): -0.323, atom 3 (P): 0.953, atom 4 (C): -0.365

---

(2)
A cluster of 6 separate species, H12O6 in total. Source: OMol25; level of theory: ωB97M-V/def2-TZVPD.

The geometry in ORCA input format:
```
! wB97M-V def2-TZVPD RIJCOSX def2/J DEFGRID3
* xyz 0 1
O 0.939 -1.394 -1.709
H 1.452 -2.211 -1.678
H 1.334 -0.880 -2.426
O 2.320 -1.267 1.035
H 3.076 -1.813 1.280
H 2.164 -1.447 0.094
O 0.490 0.979 0.431
H 1.327 0.548 0.234
H -0.031 0.884 -0.378
O -2.824 1.442 1.047
H -3.114 0.880 0.323
H -2.006 1.848 0.730
O -1.272 1.205 -1.938
H -1.852 0.434 -1.898
H -1.697 1.801 -2.565
O -0.269 -0.482 2.800
H 0.629 -0.620 2.480
H -0.665 0.092 2.139
*
```

Properties
- frontier orbital gap (eV) = 9.91
- energy (eV) = -12479.7887
- maximum force (eV Å⁻¹) = 0.45
- HOMO energy (Ha) = -0.366

Atom charges from the natural (NBO) analysis, given in e for atoms 1 to 4: atom 1 (O): -0.943, atom 2 (H): 0.470, atom 3 (H): 0.481, atom 4 (O): -0.957

---

(3)
An isolated molecule of C4H6N2O in a non-equilibrium geometry. Source: OMol25; level of theory: ωB97M-V/def2-TZVPD.

The geometry in ORCA input format:
```
! wB97M-V def2-TZVPD RIJCOSX def2/J DEFGRID3
* xyz 0 1
C -2.008 -0.276 1.185
O -1.075 0.756 0.879
C -0.024 0.386 0.122
C 0.897 1.223 -0.483
N 1.840 0.348 -0.998
C 1.417 -0.903 -0.769
N 0.290 -0.923 -0.086
H -2.428 -0.689 0.263
H -2.797 0.194 1.777
H -1.556 -1.093 1.758
H 0.783 2.075 -1.123
H 2.748 0.654 -1.311
H 1.911 -1.753 -1.213
*
```

Properties
- frontier orbital gap (eV) = 9.09
- energy (eV) = -9271.9694
- maximum force (eV Å⁻¹) = 1.36
- HOMO energy (Ha) = -0.299

Atom charges from the natural (NBO) analysis, given in e for atoms 1 to 4: atom 1 (C): -0.252, atom 2 (O): -0.489, atom 3 (C): 0.419, atom 4 (C): -0.229

---

(4)
A cluster of 2 separate species, C5H7N3O2 in total in a non-equilibrium geometry. Source: OMol25; level of theory: ωB97M-V/def2-TZVPD.

The geometry in ORCA input format:
```
! wB97M-V def2-TZVPD RIJCOSX def2/J DEFGRID3
* xyz 0 1
N -0.055 -1.655 1.862
C 0.071 -0.620 1.359
C 0.137 0.696 0.699
C -0.156 0.642 -0.772
C 0.754 0.416 -1.840
N 0.160 0.372 -3.002
O -1.181 0.596 -2.736
C -1.360 0.760 -1.425
N -2.638 1.049 -1.031
H 1.144 1.105 0.869
H -0.558 1.370 1.220
H 1.830 0.257 -1.785
H -3.358 0.484 -1.470
H -2.774 1.125 -0.030
O 2.916 -2.333 2.960
H 3.059 -1.616 2.325
H 2.010 -2.648 2.797
*
```

Properties
- frontier orbital gap (eV) = 9.52
- energy (eV) = -13862.1311
- maximum force (eV Å⁻¹) = 1.26
- HOMO energy (Ha) = -0.341

Atom charges from the natural (NBO) analysis, given in e for atoms 1 to 4: atom 1 (N): -0.343, atom 2 (C): 0.299, atom 3 (C): -0.517, atom 4 (C): -0.249

---

(5)
An isolated molecule of C19H22N6O2 in a non-equilibrium geometry. Source: OMol25; level of theory: ωB97M-V/def2-TZVPD.

The geometry in ORCA input format:
```
! wB97M-V def2-TZVPD RIJCOSX def2/J DEFGRID3
* xyz 0 1
C -4.813 -2.210 0.480
N -3.825 -2.421 -0.556
C -4.344 -3.203 -1.739
C -2.816 -1.330 -0.804
C -1.396 -1.873 -1.132
N -0.404 -0.730 -1.121
C 0.282 -0.283 0.003
N -0.121 -0.778 1.192
C 0.502 -0.359 2.270
C 0.001 -0.875 3.455
C 0.607 -0.594 4.696
C 0.158 -1.278 5.941
O 0.766 -0.999 6.942
O -0.964 -2.041 5.886
C 1.662 0.378 4.721
C 2.079 0.970 3.529
C 1.550 0.598 2.304
C 1.899 1.207 1.059
C 2.806 2.236 0.901
N 3.147 2.726 -0.315
C 2.609 2.161 -1.391
N 3.070 2.646 -2.599
C 2.499 2.371 -3.928
C 2.465 3.540 -4.925
C 3.388 2.365 -5.180
N 1.626 1.277 -1.311
C 1.299 0.719 -0.102
H -5.240 -3.148 0.792
H -4.314 -1.776 1.360
H -5.623 -1.546 0.101
H -5.057 -2.590 -2.314
H -3.568 -3.461 -2.418
H -4.867 -4.121 -1.432
H -3.173 -0.711 -1.591
H -2.804 -0.693 0.087
H -1.076 -2.653 -0.442
H -1.421 -2.333 -2.147
H -0.092 -0.303 -1.985
H -0.804 -1.624 3.372
H -1.270 -2.066 4.994
H 2.195 0.676 5.626
H 2.885 1.695 3.613
H 3.311 2.683 1.774
H 3.508 3.538 -2.449
H 1.591 1.783 -3.930
H 1.581 3.637 -5.587
H 2.891 4.518 -4.595
H 3.139 1.633 -5.983
H 4.474 2.642 -5.124
*
```

Properties
- frontier orbital gap (eV) = 7.41
- energy (eV) = -33094.8174
- maximum force (eV Å⁻¹) = 4.62
- HOMO energy (Ha) = -0.292

Atom charges from the natural (NBO) analysis, given in e for atoms 1 to 4: atom 1 (C): -0.398, atom 2 (N): -0.460, atom 3 (C): -0.412, atom 4 (C): -0.217

---

(6)
A structure of composition C33H28F12N3O7STc in a non-equilibrium geometry. Source: OMol25; level of theory: ωB97M-V/def2-TZVPD.

The geometry in ORCA input format:
```
! wB97M-V def2-TZVPD RIJCOSX def2/J DEFGRID3
* xyz -1 4
Tc -0.936 -0.917 -0.184
C 0.092 -1.425 6.620
C 0.283 -1.211 5.147
C 1.317 -1.817 4.442
C 1.463 -1.606 3.092
C 0.591 -0.784 2.355
N 0.812 -0.638 0.980
C 2.145 -0.378 0.711
C 2.841 0.404 1.657
C 4.211 0.479 1.688
C 4.965 -0.219 0.755
C 6.460 -0.278 0.840
C 4.293 -0.830 -0.296
C 2.907 -0.888 -0.363
C 2.183 -1.395 -1.619
O 1.091 -0.702 -1.876
C 1.978 -2.939 -1.475
F 1.413 -3.540 -2.514
F 3.170 -3.589 -1.303
F 1.291 -3.264 -0.377
C 3.090 -1.215 -2.885
F 3.551 0.045 -2.969
F 4.191 -1.999 -2.986
F 2.421 -1.440 -4.015
C -0.465 -0.191 3.072
C -0.597 -0.408 4.439
C -1.414 0.782 2.390
O -1.505 0.695 1.051
C -0.917 2.220 2.743
F 0.202 2.519 2.081
F -0.622 2.393 4.051
F -1.803 3.176 2.446
C -2.868 0.642 2.940
F -3.759 1.190 2.121
F -3.209 -0.649 3.087
F -3.101 1.221 4.141
H 1.032 -1.688 7.101
H -0.617 -2.236 6.796
H -0.311 -0.523 7.076
H 2.010 -2.468 4.955
H 2.274 -2.087 2.570
H 2.266 0.952 2.385
H 4.697 1.063 2.457
H 6.793 -0.242 1.874
H 6.904 0.572 0.323
H 6.836 -1.190 0.383
H 4.889 -1.305 -1.059
H -1.396 0.070 4.984
O -2.890 -1.237 -0.907
S -2.426 -2.246 -1.928
O -3.129 -3.496 -1.700
O -0.964 -2.412 -1.530
O -2.568 -1.710 -3.257
N -2.623 -4.366 1.401
C -1.362 -4.692 1.817
C -0.606 -3.577 1.633
N -1.382 -2.591 1.096
C -2.593 -3.099 0.974
H -3.416 -4.982 1.316
H -1.100 -5.662 2.186
H 0.433 -3.431 1.832
H -3.432 -2.572 0.568
C -3.470 5.021 -5.632
C -2.727 4.144 -4.668
C -1.341 4.193 -4.599
C -0.627 3.375 -3.741
C 0.866 3.477 -3.729
C -1.316 2.457 -2.922
C -0.570 1.546 -2.068
O -1.088 0.595 -1.506
C -2.730 2.412 -2.966
C -3.516 1.488 -2.109
C -3.401 3.264 -3.835
H -2.810 5.763 -6.075
H -4.286 5.539 -5.132
H -3.899 4.422 -6.436
H -0.806 4.878 -5.244
H 1.199 4.264 -4.403
H 1.310 2.539 -4.050
H 1.231 3.701 -2.729
H 0.507 1.721 -1.951
H -3.193 1.525 -1.067
H -3.357 0.455 -2.431
H -4.580 1.714 -2.158
H -4.482 3.219 -3.877
*
```

Properties
- frontier orbital gap (alpha / beta) (eV) = 6.50 / 5.91
- energy (eV) = -99126.8789
- maximum force (eV Å⁻¹) = 3.52
- HOMO energy (alpha / beta) (Ha) = -0.168 / -0.171
- <S²> = 3.770

Atom charges from the Löwdin analysis, given in e for atoms 1 to 4: atom 1 (Tc): 1.837, atom 2 (C): -0.057, atom 3 (C): -0.266, atom 4 (C): -0.033